Entry from the OMol25 dataset: C19H23N5O2Sn as an isolated structure at a distorted geometry (wB97M-V/def2-TZVPD).

CARTESIAN COORDINATES (ANGSTROEM)
N: 0.76626 1.81335 -0.15450
C: 0.82386 2.96875 -0.17260
C: 0.89686 4.43375 -0.19410
H: -0.10854 4.84695 -0.26520
H: 1.48346 4.75745 -1.05300
H: 1.36946 4.78795 0.72140
N: 2.50336 -1.62635 -0.48950
C: 3.45976 -2.24915 -0.67990
C: 4.67276 -3.03845 -0.91980
H: 5.27616 -2.55555 -1.68740
H: 4.39666 -4.03875 -1.25140
H: 5.24856 -3.10935 0.00250
N: -1.34484 -1.42655 -0.15360
C: -2.37894 -1.94495 -0.17190
C: -3.68994 -2.60235 -0.19380
H: -3.69654 -3.42395 0.52170
H: -3.88734 -2.98985 -1.19260
H: -4.46204 -1.88245 0.07490
Sn: 0.66706 -0.42975 0.03170
C: 0.69576 -2.15345 1.38530
O: 0.71206 -3.04175 2.10000
C: 2.25556 0.24075 1.38490
O: 3.07396 0.58625 2.09980
C: 1.12856 0.88285 -3.30370
C: -0.23244 0.95035 -3.18410
C: -0.96024 -0.17235 -3.18550
C: -0.34334 -1.38785 -3.30260
C: 0.98796 -1.45335 -3.42000
C: 1.73236 -0.30565 -3.41890
H: 1.72236 1.78345 -3.32840
H: -0.73054 1.90485 -3.11270
H: -2.03494 -0.10695 -3.11510
H: -0.92294 -2.29755 -3.32590
H: 1.46276 -2.41525 -3.53670
H: 2.80436 -0.34625 -3.53460
C: -1.21254 0.76895 5.08940
C: -1.21614 0.78055 3.59310
C: -2.13944 1.38065 2.76740
C: -1.70034 1.10275 1.48060
N: -0.56204 0.36725 1.54860
N: -0.28494 0.18345 2.83710
C: -2.39344 1.55315 0.23670
H: -1.15434 1.80715 5.47570
H: -2.13654 0.28345 5.46540
H: -0.33544 0.20065 5.46850
H: -3.01444 1.94375 3.06340
H: 0.52956 -0.34505 3.21670
H: -3.42374 1.14045 0.22390
H: -2.44394 2.66185 0.22890
H: -1.85934 1.21235 -0.66990

Forces on atoms 1 to 3 (eV/Å):
N 0.457 0.024 -0.995
C 0.076 0.103 -0.178
C -0.059 -0.630 0.061

Its HOMO energy (spin up / spin down) is -21.26 / -21.12 eV. The total charge is +4. The calculation puts the energy relative to the best compared isomer or geometry (same formula, charge and spin) at 0.00 kcal/mol. For the total energy, the calculation gives -37405.08611 eV. For the largest force on an atom, the calculation gives 0.11697 Eh/bohr.

Entry from the OMol25 dataset: C19H23N9O2Zr as an isolated structure at a distorted geometry (wB97M-V/def2-TZVPD).

CARTESIAN COORDINATES (ANGSTROEM)
Zr: -0.38546 -0.18173 -0.18722
C: 0.89587 -2.92915 -0.52041
N: 0.83871 -1.63434 -1.26440
C: 0.19208 -1.82034 -2.59267
C: -0.22914 -0.48569 -3.16586
C: -0.44250 -0.30735 -4.51724
C: -0.83534 0.94315 -4.98056
C: -1.02199 1.97513 -4.06257
C: -0.81153 1.72205 -2.72787
N: -0.40599 0.51392 -2.26330
C: 2.19727 -1.02312 -1.36296
C: 2.57273 -0.43651 -0.01181
C: 3.88089 -0.28523 0.40072
C: 4.13465 0.22660 1.66959
C: 3.06441 0.55602 2.50237
C: 1.78581 0.40502 2.02007
N: 1.52812 -0.05707 0.77184
C: -0.37464 -3.12209 0.26926
C: -1.01772 -4.33483 0.39003
C: -2.08993 -4.43759 1.27455
C: -2.46604 -3.32262 2.02002
C: -1.81213 -2.12899 1.80845
N: -0.78478 -2.00968 0.93505
H: 1.08561 -3.76815 -1.19135
H: 1.71768 -2.89482 0.19823
H: 0.86045 -2.33787 -3.28455
H: -0.70050 -2.44227 -2.46395
H: -0.31118 -1.13263 -5.20622
H: -0.98382 1.11470 -6.03982
H: -1.32960 2.95998 -4.38763
H: -0.96318 2.50435 -1.99486
H: 2.93681 -1.76609 -1.66910
H: 2.19070 -0.23179 -2.11591
H: 4.69731 -0.58522 -0.24484
H: 5.15497 0.34656 2.01398
H: 3.23237 0.91624 3.50875
H: 0.92149 0.63861 2.63359
H: -0.68263 -5.19326 -0.17812
H: -2.61606 -5.37813 1.38473
H: -3.26507 -3.38617 2.74664
H: -2.08559 -1.23883 2.36570
N: 0.22947 2.75615 0.42110
N: -0.95940 3.36478 0.86552
C: -2.09923 2.67831 0.80808
N: -3.24866 3.21554 1.10663
N: -1.88922 1.36326 0.41510
N: -2.86240 0.62172 -0.12518
O: -2.37455 -0.47392 -0.57590
O: -4.01272 0.89899 -0.21159
H: 0.91746 2.83439 1.16783
H: 0.59841 3.31815 -0.34628
H: -0.94003 4.31581 1.21834
H: -3.32076 4.18092 1.41606
H: -4.12029 2.71069 1.03110

Forces on atoms 1 to 3 (eV/Å):
Zr 1.279 1.705 0.824
C -0.254 -0.360 0.239
N 0.496 -0.474 -0.500

Its HOMO energy is -21.73 eV. The total charge is +4. The calculation puts the energy relative to the best compared isomer or geometry (same formula, charge and spin) at 5.32 kcal/mol. For the total energy, the calculation gives -38822.35629 eV. For the largest force on an atom, the calculation gives 0.04512 Eh/bohr.

Entry from the OMol25 dataset: one molecule with the formula C19H23NO2 at a distorted geometry (wB97M-V/def2-TZVPD).

CARTESIAN COORDINATES (ANGSTROEM)
C: 6.28441 0.10828 0.85634
C: 4.93708 -0.19760 0.30757
C: 4.02851 0.57643 -0.34428
C: 2.91310 -0.26662 -0.63504
C: 1.68920 0.05057 -1.40612
O: 1.35613 -0.62554 -2.36628
N: 0.99008 1.14591 -1.01365
C: 1.09454 1.75013 0.29236
C: 0.06845 1.11812 1.25157
C: -1.15904 0.62219 0.47273
C: -2.38082 0.50341 1.39502
C: -3.53660 -0.15213 0.69472
C: -3.52704 -1.52239 0.46275
C: -4.56917 -2.13245 -0.21079
C: -5.63942 -1.37896 -0.66288
C: -5.66084 -0.01428 -0.43484
C: -4.61533 0.59357 0.23842
C: -1.41442 1.56762 -0.70083
C: -0.25263 1.46107 -1.69600
C: 3.24079 -1.50058 -0.14314
C: 2.47916 -2.77499 -0.13870
O: 4.45661 -1.45657 0.44381
H: 6.53594 1.14436 0.65141
H: 7.03390 -0.53838 0.40211
H: 6.30539 -0.05912 1.93283
H: 4.14172 1.60570 -0.61919
H: 0.89614 2.81983 0.17549
H: 2.10265 1.63140 0.68520
H: 0.52393 0.28151 1.78406
H: -0.23398 1.86156 1.99153
H: -0.94181 -0.36916 0.06033
H: -2.09926 -0.09010 2.26863
H: -2.66945 1.49915 1.73871
H: -2.69582 -2.11579 0.81677
H: -4.54750 -3.19862 -0.38338
H: -6.45399 -1.85430 -1.18907
H: -6.49357 0.57968 -0.78277
H: -4.63899 1.66005 0.41446
H: -2.34597 1.30572 -1.20286
H: -1.51059 2.58899 -0.32569
H: -0.13117 2.39917 -2.25022
H: -0.42885 0.65580 -2.41310
H: 1.72371 -2.73573 -0.91827
H: 3.15119 -3.60982 -0.32448
H: 1.99363 -2.93708 0.82476

Forces on atoms 1 to 3 (eV/Å):
C -0.204 -0.344 -0.021
C -0.048 0.940 -0.238
C 0.399 -0.358 0.297

Its HOMO energy is -8.24 eV. The total charge is 0. The calculation puts the energy relative to the best compared isomer or geometry (same formula, charge and spin) at 19.24 kcal/mol. For the total energy, the calculation gives -25661.91237 eV. For the largest force on an atom, the calculation gives 0.02098 Eh/bohr. Its SMILES is Cc1cc(C(=O)N2CCC(Cc3ccccc3)CC2)c(C)o1.